(1)
79
Properties=species:S:1:pos:R:3 method="wB97M-V/def2-TZVPD" gap_ev="3.4 / 3.4" spin_multiplicity=1 charge=+1 e_homo_ev="-8.01 / -7.99"
H 0.359 -5.497 4.247
P -2.599 -2.700 -1.021
H -3.030 2.568 0.598
H -1.365 -1.155 -2.548
C -2.233 -1.842 -2.603
C 0.762 2.157 -2.750
C -6.693 -1.043 -0.297
C 0.951 3.500 0.100
H -3.517 -4.937 -1.247
H 3.851 -1.541 -0.552
H -6.143 1.045 -0.348
H 2.458 2.672 2.212
H 4.512 -0.472 0.716
H -5.796 0.082 2.095
C -3.644 1.826 0.034
C -5.309 -3.000 -1.380
H -7.754 -0.729 -0.291
H -4.882 1.512 2.683
H -4.308 -1.214 -0.796
H -0.162 2.674 -2.456
H 3.069 -1.455 1.049
H 0.061 3.720 -0.507
H -2.071 -4.866 -0.188
H -3.203 1.700 -0.978
H -4.032 -3.649 -2.966
H 1.657 4.337 -0.030
C 3.581 -0.863 0.270
H -4.672 2.234 -0.056
C -0.274 -3.706 3.246
H -1.887 -4.755 -1.974
H 0.508 1.374 -3.475
H -1.967 -2.636 -3.311
S -1.213 -1.341 2.389
H 2.694 -4.672 4.620
C 0.056 -2.375 2.878
H -7.038 -3.154 -0.274
H -7.336 -2.469 -1.853
C 0.661 -4.509 3.892
C -6.635 -2.431 -1.008
H -4.976 -3.811 -0.714
P -3.606 0.278 1.053
C 2.738 0.243 -0.223
C -5.110 -1.917 -3.702
C -4.646 -2.814 -2.565
H 3.300 -2.343 3.991
H -4.364 0.715 -2.281
H -5.863 0.074 -4.107
C 1.378 -1.911 3.097
C -2.526 -4.482 -1.118
C 2.362 1.380 0.530
C 2.190 0.377 -1.535
Bi -1.408 -0.547 -0.235
H -6.445 -1.207 0.771
C 2.395 -0.560 -2.659
C -5.909 0.102 -0.888
H 1.526 -0.575 -3.327
H 2.578 -1.576 -2.295
H -6.898 -0.859 -3.064
C -5.836 -0.635 -3.262
C 1.558 2.210 -0.301
H -1.295 -4.042 3.079
H 1.392 2.895 -3.273
H 3.266 -0.258 -3.260
H -4.281 -1.627 -4.373
H 0.659 3.477 1.160
H -4.295 -2.131 0.771
C -5.228 0.062 -2.083
C 2.756 1.656 1.926
H -3.074 -1.247 -2.978
H 3.845 1.561 2.044
C -3.774 -1.413 0.129
C 1.958 -4.035 4.125
H 1.613 -0.884 2.821
C 1.465 1.597 -1.576
C -4.802 0.448 2.396
H -4.431 -0.122 3.265
H -5.775 -2.509 -4.356
C 2.306 -2.728 3.742
H 2.285 0.952 2.624

***

(2)
53
Properties=species:S:1:pos:R:3 method="wB97M-V/def2-TZVPD" gap_ev=7.9 spin_multiplicity=1 charge=0 e_homo_ev=-8.72
H 6.058 -1.388 -1.558
H 4.907 1.342 1.530
C 6.723 0.251 1.859
C 2.387 -0.896 -1.753
C 7.619 -0.682 1.352
N -5.621 0.924 -4.171
O 1.722 -1.611 -2.464
C -4.196 0.211 -2.330
H 1.273 0.349 1.853
C 4.291 4.145 -1.947
H 3.299 3.046 -0.397
H -3.855 -1.028 -0.154
O -5.727 1.629 -5.156
C 2.846 0.569 -0.084
Pt 0.005 -0.416 -0.138
H 5.740 0.766 -3.081
H 8.501 -0.956 1.917
C 5.340 0.021 -0.101
H 4.191 -0.792 -2.732
C 3.952 2.986 -1.256
H 8.064 -1.988 -0.291
O -6.496 0.191 -3.750
C 5.593 0.606 1.136
H -1.324 2.499 -3.578
H 5.393 4.993 -3.581
C 5.134 4.089 -3.045
C 5.311 1.710 -2.763
C -3.313 1.805 -3.909
O 2.711 1.252 0.924
C -1.886 1.064 -2.078
H -0.266 -0.327 3.683
C 7.375 -1.259 0.116
C 6.241 -0.909 -0.605
C -2.974 0.233 -1.624
N 0.569 -0.399 1.858
H 3.886 5.095 -1.621
O -1.955 -0.751 0.327
H -5.015 -0.410 -1.989
C 4.132 0.447 -0.937
C 5.647 2.863 -3.451
H -3.486 2.399 -4.795
N 3.712 -0.586 -1.874
C -4.353 0.966 -3.445
O -0.781 1.160 -1.467
H -1.325 -0.589 2.443
C -2.920 -0.539 -0.445
H 1.030 -1.268 2.121
N -0.511 -0.063 2.736
H 6.313 2.806 -4.302
H 6.906 0.710 2.822
C -2.130 1.859 -3.246
C 4.454 1.758 -1.666
N 1.903 -0.225 -0.624

***

Taking the records one at a time from the top gives energy relative to the best compared isomer or geometry (same formula, charge and spin) values of 80.6; 28.5 kcal per mole.